[1]
Computed, not measured: a structure of composition C2H2N2O2S, with the ωB97M-V functional and the def2-TZVPD basis.

Geometry as XYZ:
```
9
Properties=species:S:1:pos:R:3
C 2.001 -0.642 -0.445
C -1.083 0.200 0.075
N -1.557 -0.381 1.101
N -0.391 1.384 0.538
O 0.506 1.768 -0.155
O -0.835 -0.078 -1.095
S 1.192 0.069 -1.487
H 2.140 -1.095 0.475
H -1.972 -1.225 0.994
```

Output
* HOMO-LUMO gap: 8.23 eV
* net charge: 0
* energy: -20010.2843 eV
* ΔE to the lowest compared entry with this formula, charge and spin: 139.86 kcal/mol
* HOMO level: -9.25 eV
* 2S+1: 1

Here are the natural (NBO) charges for atoms 1 to 4, given in e: -0.515 0.560 -0.656 0.152


[2]
Computed, not measured: the molecule C2H2N2O2S, with the ωB97M-V functional and the def2-TZVPD basis.

Geometry as XYZ:
```
9
Properties=species:S:1:pos:R:3
C 1.931 0.288 -1.302
C -0.897 -0.095 0.439
N -1.811 -0.833 0.040
N -0.391 -0.394 1.790
O 0.706 0.078 1.985
O -0.387 0.963 -0.169
S 1.348 1.306 -0.349
H 1.644 -0.634 -1.602
H -2.142 -0.679 -0.832
```

Output
* HOMO-LUMO gap: 8.67 eV
* net charge: 0
* energy: -20010.6744 eV
* ΔE to the lowest compared entry with this formula, charge and spin: 130.87 kcal/mol
* HOMO level: -9.86 eV
* 2S+1: 1

Here are the natural (NBO) charges for atoms 1 to 4, given in e: -0.550 0.558 -0.606 0.142


[3]
Computed, not measured: the molecule C2H2N2O2S, with the ωB97M-V functional and the def2-TZVPD basis.

Geometry as XYZ:
```
9
Properties=species:S:1:pos:R:3
C 1.226 -0.507 -0.156
C -0.967 -0.490 -0.011
H 1.252 1.286 0.416
H -1.308 1.213 -0.354
N 0.761 0.709 -0.200
N -0.542 0.783 0.203
O 2.263 -1.087 0.184
O -0.008 -1.261 -0.114
S -2.679 -0.646 0.034
```

Output
* HOMO-LUMO gap: 9.39 eV
* net charge: 0
* energy: -20014.5500 eV
* ΔE to the lowest compared entry with this formula, charge and spin: 41.49 kcal/mol
* SMILES: O=c1[nH][nH]c(=S)o1
* HOMO level: -9.13 eV
* 2S+1: 1

Here are the natural (NBO) charges for atoms 1 to 4, given in e: 0.847 0.424 0.414 0.440